[1]
{"formula": "C35H58N3OP2Re", "method": "ωB97M-V/def2-TZVPD", "species": ["C", "C", "C", "C", "C", "H", "H", "H", "N", "P", "P", "C", "H", "H", "C", "O", "C", "H", "C", "C", "C", "C", "C", "H", "H", "H", "C", "H", "H", "H", "C", "H", "H", "H", "C", "H", "H", "H", "C", "H", "H", "H", "C", "H", "H", "H", "C", "H", "H", "H", "C", "H", "H", "H", "C", "H", "H", "H", "C", "H", "H", "H", "C", "H", "H", "H", "C", "H", "H", "H", "Re", "N", "C", "C", "C", "C", "C", "H", "H", "H", "H", "H", "H", "H", "H", "H", "N", "C", "C", "C", "C", "C", "C", "H", "H", "H", "H", "H", "H", "H"], "xyz": [[-1.13631, -2.21501, -1.74274], [1.14557, -1.88523, -1.58519], [-0.88567, -3.13943, -2.79970], [1.47999, -3.08474, -2.26826], [0.39070, -3.64166, -2.93291], [-1.74242, -3.56609, -3.29440], [2.51668, -3.36227, -2.46490], [0.57425, -4.49321, -3.61203], [-0.07934, -1.76953, -1.01412], [-2.48286, -0.73183, 0.11200], [2.49884, 0.34076, -0.11420], [-2.50960, -1.66325, -1.51647], [-2.75466, -0.99919, -2.35317], [-3.23560, -2.48586, -1.55232], [0.21894, 1.83544, 1.22488], [0.47750, 2.92415, 1.61289], [1.93494, -0.64891, -1.77035], [2.91813, -0.88293, -2.30741], [3.73133, 1.61811, -1.23991], [3.46030, 0.48385, 1.73882], [-3.59476, 0.78205, -0.16836], [-3.33962, -2.16182, 1.04180], [2.91711, 2.91760, -1.23305], [2.52541, 3.31858, -0.26504], [3.48599, 3.74216, -1.71415], [2.00332, 2.74463, -1.83885], [5.18466, 1.71301, -0.85437], [5.41055, 2.07578, 0.13330], [5.64732, 0.73748, -0.98877], [5.74229, 2.36613, -1.53572], [3.84287, 1.25932, -2.74968], [4.16755, 2.12856, -3.33815], [4.45625, 0.40106, -3.08871], [2.85644, 1.05221, -3.09866], [3.63805, 1.97559, 2.07959], [2.65940, 2.44283, 2.34971], [4.30252, 2.06000, 2.97104], [4.07214, 2.60025, 1.27029], [2.73950, -0.14021, 2.93847], [1.80149, 0.38179, 3.20612], [2.55741, -1.21849, 2.80151], [3.36839, -0.07590, 3.85014], [4.71247, -0.35448, 1.50683], [5.37481, 0.02549, 0.72708], [5.31522, -0.42728, 2.42711], [4.40837, -1.37339, 1.23124], [-3.54827, -1.61821, 2.45694], [-3.92967, -2.42592, 3.09830], [-2.62168, -1.23433, 2.90661], [-4.29014, -0.80598, 2.46258], [-2.41306, -3.40785, 1.01097], [-2.54002, -3.97169, 0.07520], [-1.34353, -3.17615, 1.09867], [-2.69419, -4.08181, 1.83563], [-4.70408, -2.62307, 0.48217], [-4.94988, -3.57779, 0.97426], [-5.51710, -1.92162, 0.69777], [-4.70456, -2.83301, -0.59412], [-3.08771, 1.43055, -1.47741], [-3.51306, 0.93329, -2.37038], [-3.38154, 2.50839, -1.54123], [-1.97581, 1.39267, -1.50977], [-3.39457, 1.79122, 0.97837], [-2.34611, 2.13471, 1.06423], [-4.01299, 2.68200, 0.75812], [-3.69271, 1.39167, 1.96311], [-5.08975, 0.44060, -0.28712], [-5.29855, -0.32904, -1.04270], [-5.54571, 0.13414, 0.66884], [-5.62216, 1.35479, -0.59957], [0.02405, 0.15931, 0.32970], [0.26415, 0.87326, -1.39138], [0.95407, 0.42039, -2.42805], [0.29679, 1.17297, -3.75968], [1.29614, 1.40524, -4.87907], [-0.82965, 0.24252, -4.18985], [-0.21599, 2.56648, -3.31986], [2.12719, 2.04177, -4.55327], [1.72860, 0.47411, -5.25914], [0.83495, 1.94925, -5.71632], [-1.33980, -0.26578, -3.25429], [-1.62991, 0.86524, -4.81532], [-0.28904, -0.57830, -4.81699], [-0.58278, 3.18524, -4.19027], [-1.06929, 2.46147, -2.59127], [0.63028, 3.10920, -2.82861], [-0.09698, -1.19658, 2.40867], [-0.25782, -0.69165, 3.76130], [0.22123, -1.40735, 4.85699], [0.07606, -0.90304, 6.12632], [-0.53854, 0.33335, 6.34065], [-1.01468, 1.07410, 5.24582], [-0.91089, 0.53902, 3.94250], [0.78894, -1.72024, 2.38842], [-0.79642, -1.92283, 2.21121], [0.72255, -2.37591, 4.65925], [0.48403, -1.46728, 6.98165], [-0.63827, 0.73542, 7.35328], [-1.44753, 2.06411, 5.39776], [-1.35042, 1.06289, 3.09920]], "multiplicity": 4, "charge": 3, "e_homo_ev": [-16.64, -16.67], "s_squared": 3.7859, "gap_ev": [6.8, 4.9]}



[2]
{"formula": "C35H59AuO2SeSi2", "method": "ωB97M-V/def2-TZVPD", "species": ["Au", "C", "C", "C", "C", "C", "C", "C", "Se", "C", "C", "C", "C", "C", "C", "O", "C", "C", "C", "C", "C", "C", "C", "C", "C", "O", "C", "C", "C", "C", "C", "C", "H", "H", "H", "H", "H", "H", "H", "H", "H", "H", "H", "H", "H", "H", "H", "H", "H", "H", "H", "H", "H", "H", "H", "H", "H", "H", "H", "H", "H", "H", "H", "H", "H", "H", "H", "H", "H", "H", "H", "H", "C", "Si", "C", "C", "C", "Si", "C", "C", "C", "H", "H", "H", "H", "H", "H", "H", "H", "H", "H", "H", "H", "H", "H", "H", "H", "H", "H", "H"], "xyz": [[-0.53403, 0.80349, 0.84686], [1.09613, 4.82116, -6.13890], [0.79482, 5.18299, -4.67646], [-0.63229, 5.72918, -4.61285], [1.74919, 6.30384, -4.23825], [0.97629, 3.95760, -3.78330], [-0.04247, 3.40272, -3.02410], [0.16421, 2.28573, -2.22713], [-1.36416, 1.55014, -1.33412], [-1.65582, 0.00438, -2.45546], [-1.21915, -0.01187, -3.75802], [-1.49352, -1.10876, -4.57238], [-2.21780, -2.15024, -3.99234], [-2.66706, -2.17421, -2.67738], [-2.43099, -1.02618, -1.83336], [-2.90212, -0.84625, -0.67098], [-3.49659, -3.38359, -2.21880], [-2.94852, -4.69049, -2.81416], [-3.52139, -3.58513, -0.69719], [-4.94295, -3.19512, -2.70496], [-0.99339, -1.21316, -6.01167], [-2.17508, -1.40232, -6.97369], [-0.04251, -2.41228, -6.14902], [-0.23306, 0.04238, -6.44032], [1.42883, 1.61602, -2.13732], [1.61756, 0.60005, -1.41947], [2.47944, 2.19509, -2.95362], [2.21956, 3.31138, -3.72003], [3.84504, 1.50434, -2.96668], [3.68265, 0.07088, -3.49912], [4.42807, 1.45355, -1.54715], [4.85920, 2.22029, -3.86228], [0.98086, 5.69479, -6.79020], [2.11474, 4.44603, -6.24912], [0.41743, 4.03812, -6.48030], [-0.72164, 6.60739, -5.25938], [-1.35781, 4.98573, -4.94826], [-0.89754, 6.02581, -3.59626], [1.64043, 7.18385, -4.88221], [1.53763, 6.59695, -3.20795], [2.78881, 5.97532, -4.28302], [-1.03964, 3.82657, -3.03840], [-0.63990, 0.82809, -4.12267], [-2.44093, -3.00888, -4.61966], [-1.90729, -4.83444, -2.51832], [-3.53463, -5.53467, -2.43779], [-2.99874, -4.72012, -3.90458], [-2.50846, -3.68464, -0.30290], [-3.97538, -2.74160, -0.18793], [-4.07039, -4.50803, -0.47143], [-4.97599, -3.11234, -3.79445], [-5.57382, -4.03770, -2.39753], [-5.35855, -2.27853, -2.28172], [-2.74696, -2.29809, -6.72349], [-2.85148, -0.54718, -6.91201], [-1.82514, -1.49754, -8.00782], [-0.54348, -3.34360, -5.87876], [0.32468, -2.50440, -7.17754], [0.81278, -2.28912, -5.48193], [-0.86868, 0.92852, -6.38509], [0.63866, 0.21926, -5.80852], [0.11052, -0.06822, -7.47352], [3.02437, 3.71743, -4.32188], [2.96459, -0.47422, -2.88815], [3.32502, 0.08945, -4.53272], [4.64517, -0.45226, -3.47837], [3.74533, 0.92750, -0.88313], [5.39347, 0.93539, -1.55586], [4.58410, 2.46429, -1.15958], [4.53045, 2.25062, -4.90419], [5.04146, 3.24486, -3.52717], [5.80985, 1.68027, -3.82644], [2.09268, 1.21852, 4.98978], [1.32926, 1.52373, 3.27207], [2.77046, 1.78780, 2.09701], [0.42760, 3.17489, 3.45373], [0.18262, 0.19347, 2.74368], [0.74357, -1.54580, 2.43525], [1.43879, -2.37274, 4.00579], [2.09721, -1.69089, 1.14474], [-0.72296, -2.60433, 1.92422], [2.71092, 2.06504, 5.30692], [2.71988, 0.32383, 4.98817], [1.31143, 1.07079, 5.74125], [3.35240, 2.67041, 2.38418], [2.41010, 1.91992, 1.07485], [3.44676, 0.93016, 2.09109], [1.07531, 3.93963, 3.89563], [-0.45418, 3.06443, 4.09121], [0.08712, 3.52591, 2.47763], [-0.66832, 0.16715, 3.43860], [2.35495, -1.88070, 4.34203], [1.67123, -3.42633, 3.82006], [0.71582, -2.32617, 4.82651], [3.03883, -1.26424, 1.50584], [1.83298, -1.16376, 0.22855], [2.28144, -2.74467, 0.90619], [-1.49606, -2.58529, 2.69935], [-0.43575, -3.64808, 1.75998], [-1.17785, -2.21560, 1.01123]], "multiplicity": 1, "charge": -2, "e_homo_ev": -1.25, "gap_ev": 5.5}



Computed energy relative to the best compared isomer or geometry (same formula, charge and spin) (kJ/mol) in order:
716.5; 29.8
Computed E_tot (eV) in order:
-64430.1656; -126146.3371